No. 1
Computed, not measured: C18H23IrN2O6SSeSi as an isolated structure, with the ωB97M-V functional and the def2-TZVPD basis.

As for the energy relative to the best compared isomer or geometry (same formula, charge and spin): 4.2 kcal per mole. The frontier orbital gap is 7.03 eV. Its total energy is -121204.7999 eV.

```
53
C18H23IrN2O6SSeSi (the ωB97M-V functional and the def2-TZVPD basis)
Ir -0.114 0.258 -1.059
O -0.638 1.930 -2.206
C -1.074 2.979 -1.329
C -0.294 2.940 -0.047
C -0.045 4.048 0.739
C 0.635 3.882 1.936
C 1.066 2.616 2.297
C 0.811 1.551 1.454
N 0.130 1.718 0.315
H 0.229 2.142 -2.623
H -2.123 2.754 -1.124
H -0.990 3.947 -1.823
H -0.390 5.021 0.417
H 0.831 4.733 2.574
H 1.610 2.441 3.213
H 1.167 0.552 1.666
C -4.869 -0.261 1.722
Si -3.163 0.435 1.398
C -3.255 2.304 1.629
C -1.983 -0.229 2.688
Se -2.616 -0.145 -0.713
H -5.245 0.059 2.697
H -4.841 -1.352 1.704
H -5.575 0.068 0.957
H -3.714 2.554 2.590
H -3.854 2.763 0.839
H -2.260 2.755 1.617
H -2.309 0.066 3.690
H -0.969 0.150 2.543
H -1.925 -1.316 2.645
C 3.198 1.918 -3.088
O 1.895 1.559 -2.610
C 1.833 0.613 -1.572
O 2.851 0.168 -1.120
H 3.119 2.918 -3.507
H 3.509 1.217 -3.861
H 3.916 1.898 -2.273
O 0.107 -2.933 1.832
S 1.123 -2.412 0.974
O 2.214 -1.695 1.564
N 0.476 -1.525 -0.259
C 0.544 -2.127 -1.438
O 0.091 -1.455 -2.401
C 1.224 -3.435 -1.419
C 1.482 -4.316 -2.450
C 2.186 -5.476 -2.149
C 2.612 -5.738 -0.852
C 2.347 -4.850 0.187
C 1.657 -3.702 -0.129
H 1.143 -4.100 -3.455
H 2.406 -6.188 -2.934
H 3.160 -6.648 -0.645
H 2.673 -5.052 1.198
```



No. 2
Computed, not measured: C38H49BrCl3F6N3O5PS2Tl as an isolated structure at a distorted geometry, with the ωB97M-V functional and the def2-TZVPD basis.

As for the net charge: +2. As for the energy relative to the best compared isomer or geometry (same formula, charge and spin): 5.1 kcal per mole. The frontier orbital gap is 5.71 eV. Its total energy is -214459.6364 eV.

```
109
C38H49BrCl3F6N3O5PS2Tl (the ωB97M-V functional and the def2-TZVPD basis)
Tl -0.130 0.939 0.550
O -3.694 1.948 6.220
C -2.907 1.745 5.171
C -1.515 1.659 5.238
C -0.808 1.378 4.090
N -1.396 1.181 2.908
C -2.716 1.312 2.845
Br -3.492 0.969 1.175
C -3.521 1.588 3.922
H -3.203 2.026 7.046
H -0.988 1.801 6.172
H 0.268 1.302 4.106
H -4.594 1.673 3.834
C 2.751 0.173 3.086
C 1.536 -0.736 3.283
C 1.920 -1.974 4.111
C 0.936 -1.195 1.981
C -0.460 -1.311 1.859
C -1.080 -1.884 0.748
C -2.551 -2.227 0.952
C -3.481 -2.225 -0.257
C -2.603 -3.592 1.657
C -0.260 -2.262 -0.330
C 1.149 -2.327 -0.154
C 1.715 -1.745 0.967
C 2.047 -3.136 -1.066
C 3.454 -2.546 -1.245
C 2.191 -4.551 -0.479
C -0.836 -2.677 -1.637
C -1.049 -4.022 -1.933
C -1.620 -4.410 -3.135
C -1.982 -3.451 -4.075
C -1.772 -2.111 -3.803
C -1.180 -1.729 -2.592
P -0.846 0.045 -2.418
C 0.784 0.427 -3.284
C 0.656 0.058 -4.770
C 1.819 -0.500 -2.658
C 1.189 1.885 -3.103
C -2.278 1.202 -2.888
C -2.118 2.464 -2.038
C -3.620 0.538 -2.598
C -2.199 1.592 -4.370
H 3.089 0.545 4.053
H 2.504 1.022 2.449
H 3.578 -0.370 2.628
H 0.767 -0.195 3.840
H 2.717 -2.536 3.623
H 1.063 -2.634 4.248
H 2.274 -1.663 5.093
H -1.074 -1.034 2.710
H -2.945 -1.485 1.648
H -3.335 -3.086 -0.905
H -3.342 -1.313 -0.826
H -4.511 -2.246 0.098
H -2.252 -4.389 0.998
H -3.630 -3.819 1.941
H -1.987 -3.595 2.556
H 2.789 -1.783 1.089
H 1.568 -3.240 -2.041
H 4.121 -2.885 -0.452
H 3.456 -1.457 -1.252
H 3.878 -2.889 -2.188
H 2.588 -4.507 0.536
H 2.885 -5.126 -1.093
H 1.245 -5.090 -0.454
H -0.796 -4.767 -1.192
H -1.795 -5.459 -3.331
H -2.426 -3.745 -5.016
H -2.048 -1.374 -4.545
H 0.315 -0.966 -4.911
H 1.657 0.127 -5.200
H 0.016 0.732 -5.333
H 1.614 -1.537 -2.913
H 1.856 -0.391 -1.578
H 2.805 -0.249 -3.053
H 0.529 2.576 -3.626
H 2.186 2.013 -3.527
H 1.242 2.177 -2.054
H -2.294 2.268 -0.981
H -2.861 3.196 -2.359
H -1.135 2.920 -2.146
H -3.806 0.453 -1.530
H -3.722 -0.440 -3.067
H -4.410 1.174 -3.004
H -1.306 2.165 -4.608
H -3.049 2.249 -4.565
H -2.286 0.745 -5.048
F -1.785 6.239 0.638
C -0.885 5.640 -0.115
F 0.152 6.431 -0.314
F -1.431 5.328 -1.290
S -0.317 4.060 0.677
O -1.506 3.281 0.948
O 0.536 3.419 -0.311
N 0.379 4.598 1.963
S 1.308 3.614 2.764
O 1.116 3.638 4.172
O 1.372 2.285 2.149
C 2.985 4.325 2.415
F 3.140 5.510 2.964
F 3.933 3.501 2.850
F 3.093 4.427 1.086
Cl 5.673 2.732 -0.195
C 5.168 1.115 0.307
Cl 5.898 -0.113 -0.755
Cl 5.598 0.787 1.997
C 3.724 0.991 0.183
N 2.599 0.807 0.062
```



No. 3
Computed, not measured: a 2-piece molecular cluster, C6H10O overall, with the ωB97M-V functional and the def2-TZVPD basis.

As for the energy relative to the best compared isomer or geometry (same formula, charge and spin): 79.1 kcal per mole. The frontier orbital gap is 10.15 eV. As for the structure (SMILES): C=C[C@@]12CO[C@@H]1C2.[H][H]. Its total energy is -8427.8108 eV.

```
17
C6H10O (the ωB97M-V functional and the def2-TZVPD basis)
C 0.273 1.202 1.855
C -0.553 0.499 1.088
C -0.242 0.138 -0.308
C 1.122 0.056 -0.999
O 0.625 -0.948 -1.933
C -0.626 -0.993 -1.257
C -1.296 0.326 -1.373
H 1.276 1.439 1.504
H -0.030 1.553 2.834
H -1.586 0.309 1.388
H 1.466 0.979 -1.489
H 1.937 -0.382 -0.403
H -1.107 -1.959 -1.103
H -2.300 0.375 -0.948
H -1.086 0.998 -2.200
H 0.978 -1.455 1.792
H 1.149 -2.135 1.551
```



No. 4
Computed, not measured: a 2-piece molecular cluster, C4H13NOS overall at a distorted geometry, with the ωB97M-V functional and the def2-TZVPD basis.

As for the energy relative to the best compared isomer or geometry (same formula, charge and spin): 52.2 kcal per mole. The frontier orbital gap is 9.15 eV. As for the structure (SMILES): CSCCCN.O. Its total energy is -18729.7458 eV.

```
20
C4H13NOS (the ωB97M-V functional and the def2-TZVPD basis)
C 2.586 0.149 3.292
S 1.781 -0.925 2.181
C 0.675 0.111 1.044
C 0.488 -0.827 -0.205
C -0.446 -0.097 -1.171
N -1.750 0.490 -0.805
H 1.991 1.058 3.388
H 2.770 -0.372 4.273
H 3.509 0.518 2.661
H -0.361 0.398 1.552
H 1.176 1.045 0.694
H 1.476 -0.649 -0.570
H 0.282 -1.962 -0.092
H -0.765 -0.844 -1.852
H -0.018 0.744 -1.753
H -1.735 1.547 -0.944
H -2.089 0.249 0.127
O -3.248 -0.524 -4.008
H -3.783 0.203 -4.339
H -2.542 -0.311 -3.471
```



No. 5
Computed, not measured: a 3-piece molecular cluster, C18H54BN6O4P3 overall at a distorted geometry, with the ωB97M-V functional and the def2-TZVPD basis.

The frontier orbital gap is 7.00 eV. As for the structure (SMILES): CN(C)P(=O)(N(C)C)N(C)C.CN(C)P(=O)(N(C)C)N(C)C.CCCC[PH3]B(O)OCC. Its total energy is -65209.7387 eV.

```
86
C18H54BN6O4P3 (the ωB97M-V functional and the def2-TZVPD basis)
C 0.391 5.657 -0.937
N 0.009 4.341 -0.470
C -1.312 4.419 0.156
P 1.047 3.230 0.345
O 0.401 1.948 -0.134
N 2.557 2.978 -0.538
C 2.928 3.778 -1.701
C 2.779 1.578 -0.942
N 1.770 4.493 1.362
C 3.059 5.128 1.163
C 1.731 3.999 2.764
H 0.511 6.383 -0.119
H -0.378 6.044 -1.609
H 1.309 5.637 -1.519
H -1.261 4.923 1.133
H -1.727 3.421 0.299
H -2.010 4.971 -0.477
H 2.123 3.843 -2.444
H 3.798 3.346 -2.200
H 3.262 4.786 -1.453
H 2.181 1.309 -1.820
H 2.549 0.887 -0.137
H 3.832 1.417 -1.191
H 3.889 4.419 1.080
H 3.270 5.781 2.013
H 3.045 5.802 0.309
H 2.400 3.141 2.905
H 0.715 3.683 3.025
H 2.011 4.778 3.474
C 6.703 -2.721 1.054
N 5.447 -2.032 1.263
C 5.475 -1.372 2.570
P 3.888 -2.663 0.890
O 3.194 -1.352 0.588
N 3.805 -3.259 -0.773
C 4.985 -3.370 -1.626
C 2.796 -2.572 -1.599
N 4.273 -4.276 1.524
C 4.631 -5.446 0.744
C 3.157 -4.668 2.426
H 6.870 -3.535 1.774
H 7.529 -2.014 1.159
H 6.787 -3.126 0.048
H 5.389 -2.104 3.388
H 4.655 -0.658 2.655
H 6.403 -0.816 2.705
H 5.586 -2.452 -1.637
H 4.694 -3.580 -2.657
H 5.630 -4.212 -1.375
H 3.141 -1.588 -1.933
H 1.857 -2.449 -1.064
H 2.571 -3.170 -2.486
H 3.905 -5.692 -0.037
H 4.701 -6.310 1.410
H 5.631 -5.356 0.323
H 2.227 -4.827 1.867
H 2.978 -3.881 3.167
H 3.389 -5.577 2.981
C -8.163 0.856 -2.264
C -7.531 -0.456 -2.804
C -8.378 -1.666 -2.287
C -7.598 -2.694 -1.432
P -6.697 -1.992 0.101
B -5.645 -1.245 1.612
O -6.210 -1.134 2.883
O -4.339 -0.823 1.446
C -4.096 -0.183 0.197
C -2.778 0.601 0.235
H -9.256 0.816 -2.352
H -7.814 1.745 -2.801
H -7.968 0.981 -1.192
H -7.627 -0.411 -3.893
H -6.487 -0.509 -2.479
H -8.732 -2.200 -3.179
H -9.263 -1.309 -1.751
H -8.337 -3.424 -1.058
H -6.890 -3.269 -2.045
H -7.191 -0.657 -0.156
H -7.484 -2.797 0.998
H -5.464 -2.573 -0.404
H -6.971 -0.541 2.878
H -3.973 -0.938 -0.597
H -4.906 0.483 -0.137
H -2.851 1.292 1.082
H -2.570 1.105 -0.711
H -1.959 -0.099 0.427
```



No. 6
Computed, not measured: one molecule with the formula C4H13N3 at a distorted geometry, with the ωB97M-V functional and the def2-TZVPD basis.

As for the energy relative to the best compared isomer or geometry (same formula, charge and spin): 84.6 kcal per mole. The frontier orbital gap is 9.26 eV. As for the structure (SMILES): CCN(N)N(C)C. Its total energy is -8825.7443 eV.

```
20
C4H13N3 (the ωB97M-V functional and the def2-TZVPD basis)
C 1.807 -1.149 0.094
C 1.419 0.272 -0.319
N 0.349 0.655 0.481
N -0.053 2.018 0.213
N -0.749 -0.316 0.133
C -1.531 -0.388 -1.115
C -1.517 -0.459 1.341
H 1.677 -1.489 1.163
H 1.317 -1.814 -0.661
H 2.914 -1.260 -0.140
H 2.243 1.046 -0.114
H 1.203 0.290 -1.429
H 0.062 2.297 -0.831
H 0.725 2.535 0.627
H -0.985 -0.765 -1.955
H -2.342 -0.965 -0.861
H -1.763 0.609 -1.511
H -1.257 0.246 2.132
H -2.621 -0.464 1.149
H -1.327 -1.417 1.793
```



No. 7
Computed, not measured: C37H40BClCsF9N8O5S2 as an isolated structure, with the ωB97M-V functional and the def2-TZVPD basis.

As for the net charge: -2. As for the energy relative to the best compared isomer or geometry (same formula, charge and spin): 31.7 kcal per mole. The frontier orbital gap is 7.11 eV. Its total energy is -121051.8632 eV.

```
104
C37H40BClCsF9N8O5S2 (the ωB97M-V functional and the def2-TZVPD basis)
Cs -0.344 2.473 -2.292
C -3.121 -0.057 -2.338
C -2.134 -1.178 -2.273
C -2.323 -2.483 -2.761
C -1.119 -3.114 -2.548
C -0.752 -4.518 -2.908
N -0.286 -2.223 -1.959
N -0.916 -1.028 -1.782
B 1.199 -2.461 -1.663
N 2.134 -1.507 -2.440
N 2.037 -0.153 -2.368
C 2.955 0.330 -3.186
C 3.124 1.801 -3.404
C 3.669 -0.711 -3.809
C 3.109 -1.865 -3.306
C 3.474 -3.281 -3.615
N 1.570 -2.514 -0.152
N 1.591 -1.412 0.633
C 2.148 -1.780 1.775
C 2.403 -0.772 2.846
C 2.466 -3.152 1.761
C 2.067 -3.581 0.511
C 2.153 -4.964 -0.051
H -4.086 -0.457 -2.653
H -3.242 0.427 -1.371
H -2.816 0.690 -3.077
H -3.203 -2.888 -3.235
H -1.626 -5.003 -3.348
H 0.061 -4.557 -3.635
H -0.438 -5.103 -2.041
H 1.436 -3.568 -2.073
H 2.697 2.387 -2.590
H 4.183 2.053 -3.486
H 2.633 2.104 -4.333
H 4.471 -0.633 -4.527
H 4.292 -3.287 -4.337
H 3.804 -3.824 -2.727
H 2.637 -3.836 -4.043
H 2.025 0.198 2.517
H 1.920 -1.048 3.787
H 3.471 -0.671 3.055
H 2.924 -3.742 2.540
H 2.572 -5.628 0.707
H 1.173 -5.349 -0.338
H 2.783 -5.014 -0.940
S -2.326 1.571 0.763
C -1.245 1.398 1.980
N -1.091 0.288 2.735
C -0.691 0.438 4.130
C -1.077 1.835 4.588
N -0.395 2.792 3.727
C 0.351 3.880 4.337
C 1.511 3.389 5.174
C 2.450 2.518 4.623
C 3.501 2.044 5.391
C 3.633 2.438 6.719
C 2.709 3.310 7.271
C 1.650 3.779 6.500
C -0.296 2.502 2.406
S 0.761 3.099 1.326
C -1.395 -1.046 2.237
C -2.574 -1.689 2.921
C -3.765 -0.988 3.093
C -4.845 -1.587 3.726
C -4.749 -2.892 4.191
C -3.567 -3.597 4.020
C -2.484 -2.993 3.393
H 0.382 0.295 4.266
H -1.220 -0.322 4.710
H -0.736 1.995 5.611
H -2.162 1.971 4.553
H -0.329 4.462 4.966
H 0.701 4.523 3.529
H 2.354 2.226 3.584
H 4.221 1.366 4.949
H 4.455 2.067 7.318
H 2.804 3.621 8.305
H 0.921 4.453 6.936
H -0.501 -1.664 2.370
H -1.556 -0.962 1.161
H -3.838 0.024 2.710
H -5.769 -1.034 3.849
H -5.594 -3.360 4.681
H -3.482 -4.616 4.378
H -1.557 -3.541 3.261
O 0.363 6.678 -2.053
Cl 0.384 5.737 -0.968
O 0.638 6.413 0.278
O -0.892 5.052 -0.893
O 1.434 4.749 -1.200
F -1.522 2.312 -8.363
C -1.282 2.725 -7.091
F -1.744 3.988 -7.011
F 0.044 2.786 -6.956
C -1.928 1.822 -5.978
O -1.390 2.075 -4.804
C -1.719 0.326 -6.395
F -1.964 -0.499 -5.381
F -2.509 -0.074 -7.428
F -0.449 0.113 -6.785
C -3.474 2.112 -5.980
F -4.152 1.112 -5.379
F -3.756 3.229 -5.308
F -4.020 2.252 -7.214
```



No. 8
Computed, not measured: an isolated ion of composition C5H13N2 and charge +1 at a distorted geometry, with the ωB97M-V functional and the def2-TZVPD basis.

As for the net charge: +1. As for the energy relative to the best compared isomer or geometry (same formula, charge and spin): 44.9 kcal per mole. The frontier orbital gap is 9.91 eV. As for the structure (SMILES): NC[C@H]1CCC[NH2+]1. Its total energy is -8368.8636 eV.

```
20
C5H13N2 (the ωB97M-V functional and the def2-TZVPD basis)
N -0.224 2.257 -1.844
C 0.115 1.679 -0.572
C 0.257 0.132 -0.517
C 1.252 -0.338 0.545
C 0.442 -1.212 1.568
C -0.722 -1.752 0.769
N -1.029 -0.608 -0.152
H -1.194 1.974 -2.038
H 0.387 2.032 -2.615
H 1.050 2.084 -0.199
H -0.586 2.107 0.117
H 0.516 -0.224 -1.546
H 1.983 -0.903 0.047
H 1.848 0.428 1.148
H 1.050 -2.041 2.120
H 0.145 -0.496 2.416
H -1.578 -1.872 1.412
H -0.463 -2.560 0.111
H -1.743 0.143 0.273
H -1.507 -0.832 -1.043
```



Please write out number 4 again, unchanged.
Computed, not measured: a 2-piece molecular cluster, C4H13NOS overall at a distorted geometry, with the ωB97M-V functional and the def2-TZVPD basis.

As for the energy relative to the best compared isomer or geometry (same formula, charge and spin): 52.2 kcal per mole. The frontier orbital gap is 9.15 eV. As for the structure (SMILES): CSCCCN.O. Its total energy is -18729.7458 eV.

```
20
C4H13NOS (the ωB97M-V functional and the def2-TZVPD basis)
C 2.586 0.149 3.292
S 1.781 -0.925 2.181
C 0.675 0.111 1.044
C 0.488 -0.827 -0.205
C -0.446 -0.097 -1.171
N -1.750 0.490 -0.805
H 1.991 1.058 3.388
H 2.770 -0.372 4.273
H 3.509 0.518 2.661
H -0.361 0.398 1.552
H 1.176 1.045 0.694
H 1.476 -0.649 -0.570
H 0.282 -1.962 -0.092
H -0.765 -0.844 -1.852
H -0.018 0.744 -1.753
H -1.735 1.547 -0.944
H -2.089 0.249 0.127
O -3.248 -0.524 -4.008
H -3.783 0.203 -4.339
H -2.542 -0.311 -3.471
```



Look up the frontier orbital gap of the first one.
7.03 eV



Look up the frontier orbital gap of the seventh one.
7.11 eV



Which of these has the lowest frontier orbital gap?
C38H49BrCl3F6N3O5PS2Tl